# 1
ORCA calculation (ωB97M-V with the def2-TZVPD basis set) on the ion C5H10N2 with charge -1 at a distorted geometry.

Last column: natural (NBO) charge in e.
Atoms and positions in Å:
C (-1.492572, 0.610244, -0.132751)  -0.398
C (-0.304624, 0.610200, -1.008578)  -0.449
C (0.806257, -0.037153, -0.149721)  0.041
C (0.824994, -1.412641, 0.398032)  -0.643
C (1.557084, 1.050794, 0.617569)  -0.361
N (2.139139, 0.421251, -0.600576)  -0.219
N (-1.930825, -0.741226, 0.344007)  -1.174
H (-2.457770, 1.032707, -0.562991)  0.160
H (-1.198637, 0.435807, 0.894840)  0.302
H (-0.536640, 0.012326, -1.959278)  0.179
H (-0.217616, 1.649915, -1.503241)  0.196
H (1.800436, -1.843602, 0.246931)  0.186
H (0.586779, -1.515822, 1.477382)  0.219
H (2.082659, 0.648805, 1.469051)  0.192
H (1.069801, 2.049323, 0.625460)  0.216
H (0.049019, -2.013508, -0.094516)  0.274
H (-2.777484, -0.957415, -0.061616)  0.279

Cartesian forces, eV/Å:
-2.5057 -1.6454 0.4009
-0.7496 -0.6072 -2.4853
1.9142 3.3217 -0.7096
-1.1587 -1.4452 0.3432
-0.8750 -1.3177 -1.1745
-0.6800 0.6098 0.3865
1.3692 -1.8468 0.1634
1.5039 0.8383 0.8088
0.2625 3.5616 1.2407
0.4131 0.0476 1.1631
1.0804 -1.1161 1.3531
0.6320 -0.2023 -0.1574
0.0028 0.4973 -0.6004
0.0859 0.5520 0.5802
0.8419 -0.6798 -0.0267
0.2911 0.1428 0.1043
-2.4280 -0.7107 -1.3904

Computed properties:
**Frontier orbital gap (alpha / beta)**: 5.416 / 4.887 eV
**Multiplicity**: 2
**Net charge**: -1
**HOMO level (alpha / beta)**: -1.125 / -1.117 eV
**E_LUMO (alpha / beta)**: 4.3 / 3.8 eV
**Total energy**: -8320.877 eV

# 2
ORCA calculation (ωB97M-V with the def2-TZVPD basis set) on the molecule C5H10N2 at a distorted geometry.

Last column: natural (NBO) charge in e.
Atoms and positions in Å:
C (1.942117, -0.633428, -0.361587)  -0.587
C (-2.223202, 0.286062, -1.336671)  -0.688
C (-0.351795, -0.122998, 0.583839)  0.085
C (0.969368, 0.507052, 0.027195)  -0.069
N (-0.449784, -0.531217, 1.894417)  -0.817
C (-1.107500, -0.000699, -0.452103)  0.028
N (1.475898, 1.600068, 0.630302)  -0.592
H (-1.263151, -1.067205, 2.150271)  0.388
H (0.404443, -0.867909, 2.313107)  0.384
H (1.174565, 1.648916, 1.603684)  0.315
H (0.501738, 0.768870, -1.030918)  0.228
H (1.447170, -1.372201, -0.994036)  0.214
H (2.788781, -0.198554, -0.890687)  0.223
H (2.321153, -1.115050, 0.542734)  0.197
H (-3.166284, 0.033672, -0.829249)  0.230
H (-2.277443, 1.351747, -1.584293)  0.233
H (-2.186075, -0.287126, -2.266004)  0.228

Cartesian forces, eV/Å:
0.1601 0.2611 0.1939
-0.4135 -0.1110 0.0159
0.5679 0.3887 -0.3716
-0.7211 -1.0320 -0.7788
-0.0124 -0.0407 0.2374
-0.5233 -0.0954 -0.0426
0.4405 0.5562 0.3169
0.0585 0.0207 -0.0354
-0.0675 -0.0283 -0.0542
-0.0368 -0.0267 0.0038
0.4839 0.0772 0.5154
-0.0378 0.1170 0.0750
0.0177 -0.0487 -0.0002
0.0147 -0.0363 -0.0401
0.0001 0.0369 -0.1173
0.0485 -0.0811 0.0121
0.0205 0.0425 0.0698

Computed properties:
**Frontier orbital gap (alpha / beta)**: 6.865 / 9.008 eV
**HOMO level (alpha / beta)**: -6.995 / -8.393 eV
**E_LUMO (alpha / beta)**: -0.1 / 0.6 eV
**Total energy**: -8322.159 eV

# 3
ORCA calculation (ωB97M-V with the def2-TZVPD basis set) on the molecule C5H10N2 at a distorted geometry.

Last column: natural (NBO) charge in e.
Atoms and positions in Å:
C (-2.114356, -0.391299, 0.340803)  -0.607
C (-0.742337, -0.019284, -0.150360)  0.235
N (0.074024, -1.111801, -0.602282)  -0.644
C (1.420661, -0.974827, -0.130498)  -0.210
C (1.560413, 0.620310, 0.400116)  -0.432
C (0.113896, 1.043173, 0.445061)  -0.097
N (-0.597303, 1.269523, -0.809812)  -0.604
H (-2.034810, -1.074307, 1.184474)  0.214
H (-2.649985, 0.506163, 0.639337)  0.218
H (-2.676594, -0.879049, -0.453525)  0.211
H (-0.009018, -1.270490, -1.603517)  0.366
H (1.527670, -1.279557, 0.941768)  0.189
H (2.166103, -1.241706, -0.877471)  0.205
H (2.047342, 0.720181, 1.368032)  0.210
H (2.125406, 1.182325, -0.347669)  0.197
H (-0.230074, 1.646691, 1.274496)  0.202
H (0.018963, 1.253956, -1.618953)  0.347

Cartesian forces, eV/Å:
0.1691 0.2166 -0.0812
-0.2170 -0.1090 0.2618
-0.4313 -0.3943 -0.3665
0.3921 3.1542 2.6677
-0.1067 -0.9821 -2.0717
-0.0022 -0.2663 0.0853
-0.1141 0.4600 -0.3527
-0.0264 -0.0514 0.0160
-0.0697 0.0281 0.0538
-0.0736 -0.0667 -0.0466
0.1481 0.1013 0.2794
0.1575 -1.6568 -1.3642
0.1050 -0.3045 0.5527
0.0571 -0.2543 -0.0481
0.0146 0.3133 0.1735
-0.0524 0.0099 0.0581
0.0500 -0.1979 0.1828

Computed properties:
**Frontier orbital gap**: 9.377 eV
**HOMO level**: -8.293 eV
**E_LUMO**: 1.1 eV
**SMILES**: C[C@]12NCC[C@H]1N2
**Total energy**: -8325.721 eV

# 4
ORCA calculation (ωB97M-V with the def2-TZVPD basis set) on the molecule C5H10N2 at a distorted geometry.

Last column: natural (NBO) charge in e.
Atoms and positions in Å:
C (2.706147, -1.755914, 1.306786)  -0.045
N (2.373353, -0.816274, 0.535246)  -0.406
C (0.962015, -0.491110, 0.623440)  -0.052
C (0.182348, 0.051898, -0.339809)  -0.212
C (-0.881376, 0.966355, 0.197199)  -0.450
C (-1.888478, 1.494033, -0.783022)  -0.194
N (-2.634291, 0.410109, -1.404231)  -0.847
H (1.942186, -2.445888, 1.679756)  0.143
H (3.762090, -1.808580, 1.604586)  0.179
H (0.537401, -0.876731, 1.514856)  0.171
H (0.355726, -0.159017, -1.374359)  0.213
H (-1.526402, 0.386677, 0.809011)  0.212
H (-0.479403, 1.913924, 0.798830)  0.219
H (-2.659777, 2.114340, -0.048124)  0.151
H (-1.668718, 2.227462, -1.540528)  0.197
H (-2.467016, -0.526269, -1.013520)  0.360
H (-2.453465, 0.425661, -2.375173)  0.359

Cartesian forces, eV/Å:
0.7299 -0.0839 0.0157
-1.4009 0.4105 -0.0210
0.9432 -0.7970 -2.3915
0.9258 0.0528 1.9198
0.5092 2.0300 -0.2570
-3.3447 0.9713 2.1474
-0.1379 -0.1976 0.6107
0.3616 -0.0136 0.5824
-0.3552 -0.6397 -0.3266
-0.5415 0.8863 1.3220
0.5544 0.9183 -0.6226
-0.3499 -0.4283 1.3938
-0.4934 -2.2975 -1.1012
1.6400 -1.2446 -1.7478
0.8738 0.1185 -0.2080
0.0613 0.7898 -0.2883
0.0243 -0.4753 -1.0276

Computed properties:
**Frontier orbital gap**: 8.934 eV
**HOMO level**: -8.551 eV
**E_LUMO**: 0.4 eV
**SMILES**: C=N/C=C/CCN
**Total energy**: -8323.995 eV

# 5
ORCA calculation (ωB97M-V with the def2-TZVPD basis set) on a structure of composition C5H10N2 at a distorted geometry.

Last column: natural (NBO) charge in e.
Atoms and positions in Å:
C (-1.927574, -0.258246, 0.229717)  -0.645
C (-1.077121, -0.147216, -1.000831)  -0.093
N (0.017371, 1.113685, -1.226758)  -0.683
C (0.373156, -0.246307, -0.924700)  -0.097
C (0.932037, -0.495742, 0.462017)  -0.108
C (2.165975, 0.183120, 0.899482)  -0.256
N (0.867972, 0.564913, 1.454663)  -0.595
H (-2.975663, -0.018196, 0.036698)  0.219
H (-1.550667, 0.367755, 1.040571)  0.249
H (-1.864152, -1.300819, 0.561299)  0.226
H (-1.479855, -0.542352, -1.933853)  0.215
H (-1.063437, 1.185094, -1.492032)  0.415
H (0.844106, -0.866592, -1.696543)  0.187
H (0.709117, -1.493109, 0.847303)  0.199
H (2.844592, -0.311404, 1.590660)  0.197
H (2.636426, 0.863976, 0.191813)  0.196
H (0.547721, 1.401437, 0.960493)  0.374

Cartesian forces, eV/Å:
-0.0719 0.0032 0.0873
-0.0610 -0.9410 0.2677
-1.0194 0.1893 0.0413
-0.1348 -0.3089 0.1323
0.0242 -0.1949 -0.1249
0.3229 0.0052 -0.0560
-0.0947 0.1634 0.0080
0.1271 0.0003 -0.0018
-0.0584 -0.0905 -0.1379
-0.1509 0.0884 0.0734
-0.1238 0.2170 0.0975
1.1861 0.5228 -0.3994
0.0996 0.2800 0.0275
0.1191 0.1657 -0.0594
-0.1100 0.0973 -0.1124
-0.0714 -0.0906 0.0954
0.0171 -0.1067 0.0615

Computed properties:
**Frontier orbital gap**: 9.788 eV
**HOMO level**: -8.768 eV
**E_LUMO**: 1.0 eV
**Total energy**: -8323.019 eV

# 6
ORCA calculation (ωB97M-V with the def2-TZVPD basis set) on the molecule C5H10N2 at a distorted geometry.

Last column: natural (NBO) charge in e.
Atoms and positions in Å:
C (-1.934765, -0.265987, 0.191288)  -0.649
C (-1.086695, -0.243986, -1.072674)  -0.073
N (-0.230403, 0.892316, -1.461829)  -0.675
C (0.367968, -0.288865, -0.890215)  -0.061
C (0.939068, -0.493107, 0.479942)  -0.111
C (2.180035, 0.184896, 0.898747)  -0.256
N (0.885404, 0.571949, 1.467383)  -0.581
H (-2.978842, 0.006696, 0.011658)  0.215
H (-1.545248, 0.356647, 1.006666)  0.226
H (-1.917817, -1.299622, 0.560632)  0.219
H (-1.529436, -0.676783, -1.954949)  0.189
H (-0.836026, 1.623574, -1.192876)  0.398
H (0.894890, -0.835724, -1.672043)  0.210
H (0.724937, -1.490752, 0.870691)  0.206
H (2.860095, -0.308165, 1.588845)  0.200
H (2.648271, 0.859037, 0.185019)  0.196
H (0.558563, 1.407873, 0.983714)  0.348

Cartesian forces, eV/Å:
-0.0310 0.0059 -0.1191
-0.2303 -0.8091 -0.3015
-0.7733 -0.5622 -1.2293
0.0360 -0.3797 0.1806
-0.0529 -0.0652 -0.0673
0.3041 0.0150 -0.0629
-0.1175 0.2470 0.0302
0.1379 0.0077 -0.0663
-0.0124 -0.0605 -0.3330
-0.1534 0.1571 0.0121
-0.1646 -0.6753 0.0589
0.8759 1.6908 1.6117
0.2214 0.2134 0.1556
0.0928 0.2050 -0.0188
-0.1197 0.1033 -0.0990
-0.0631 -0.0868 0.0885
0.0502 -0.0064 0.1595

Computed properties:
**Frontier orbital gap**: 10.348 eV
**HOMO level**: -9.175 eV
**E_LUMO**: 1.2 eV
**SMILES**: C[C@H]1N[C@H]1[C@H]1CN1
**Total energy**: -8324.249 eV

# 7
ORCA calculation (ωB97M-V with the def2-TZVPD basis set) on the molecule C5H10N2.

Last column: natural (NBO) charge in e.
Atoms and positions in Å:
C (1.342767, -0.443955, -1.358882)  -0.641
C (0.155240, 0.449328, -1.625170)  -0.070
N (-1.192191, -0.043324, -1.414651)  -0.586
C (-0.629059, 0.878061, -0.436484)  -0.101
C (-0.043991, 0.521555, 0.906910)  -0.104
C (-0.874198, 0.224944, 2.093910)  -0.257
N (-0.099317, -0.834563, 1.442162)  -0.583
H (1.673889, -0.908633, -2.287134)  0.217
H (1.113074, -1.236257, -0.635314)  0.223
H (2.168539, 0.131742, -0.925197)  0.218
H (0.191164, 1.111549, -2.487175)  0.196
H (-1.192342, -1.042608, -1.205322)  0.345
H (-1.113254, 1.851704, -0.443699)  0.206
H (0.923424, 1.001617, 1.089528)  0.203
H (-0.521121, 0.512056, 3.083007)  0.199
H (-1.954661, 0.217090, 1.971310)  0.195
H (-0.722119, -1.385074, 0.852113)  0.339

Cartesian forces, eV/Å:
0.0766 -0.0555 -0.1511
-0.0429 0.3098 -0.0431
-0.3867 -0.6609 -0.0298
0.3032 0.1894 0.2239
0.0795 0.0825 0.0146
-0.2033 0.1445 0.1423
-0.1029 -0.2264 -0.1315
0.1417 -0.0242 0.0258
-0.0237 0.2059 -0.2381
-0.0269 -0.0644 -0.2133
0.3575 -0.0100 0.1432
0.0094 0.3433 0.4143
0.0009 -0.0931 -0.0697
-0.2917 -0.0807 -0.0626
-0.0877 -0.0821 -0.2037
0.1333 0.0235 -0.0033
0.0635 -0.0015 0.1823

Computed properties:
**Frontier orbital gap**: 10.507 eV
**HOMO level**: -9.331 eV
**E_LUMO**: 1.2 eV
**SMILES**: C[C@H]1N[C@H]1[C@H]1CN1
**Total energy**: -8325.103 eV